No. 1
Formula: C39H31F5P2PdSi
Source: the OMol25 dataset
Level of theory: ωB97M-V with the def2-TZVPD basis set

Results
Frontier orbital gap (eV): 6.949

```
! RIJCOSX wB97M-V def2-TZVPD def2/J DEFGRID3
* xyz 0 1
Pd 0.41 -0.48 1.42
C -3.04 -0.98 2.55
Si -1.73 -1.14 1.25
C -2.36 -0.24 -0.30
C -3.56 -0.66 -0.87
C -4.05 -0.13 -2.05
C -3.32 0.86 -2.70
C -2.13 1.31 -2.16
C -1.64 0.78 -0.97
P -0.11 1.40 -0.19
C 0.70 2.39 -1.52
C 0.52 3.75 -1.73
C 1.13 4.38 -2.80
C 1.92 3.66 -3.69
C 2.10 2.30 -3.49
C 1.50 1.67 -2.41
C -0.73 2.76 0.88
C -2.07 3.02 1.10
C -2.46 4.07 1.93
C -1.51 4.87 2.53
C -0.16 4.62 2.32
C 0.23 3.56 1.51
C -1.63 -2.98 0.75
C -2.71 -3.87 0.75
C -2.60 -5.14 0.21
C -1.40 -5.56 -0.38
C -0.32 -4.70 -0.40
C -0.44 -3.42 0.16
P 0.93 -2.26 0.10
C 2.39 -1.75 1.04
C 2.85 -2.40 2.20
C 3.96 -1.90 2.86
C 4.61 -0.77 2.38
C 4.15 -0.12 1.26
C 3.02 -0.59 0.57
C 1.33 -2.09 -1.67
C 2.62 -2.23 -2.18
C 2.86 -2.03 -3.53
C 1.82 -1.70 -4.39
C 0.53 -1.59 -3.89
C 0.28 -1.78 -2.54
H -4.00 -1.35 2.17
H -3.16 0.06 2.82
H -2.78 -1.54 3.45
H -4.14 -1.44 -0.38
H -4.98 -0.48 -2.46
H -3.69 1.28 -3.63
H -1.57 2.08 -2.68
H -0.10 4.33 -1.05
H 0.98 5.44 -2.96
H 2.39 4.16 -4.52
H 2.71 1.72 -4.17
H 1.64 0.60 -2.27
H -2.83 2.42 0.62
H -3.51 4.26 2.09
H -1.81 5.69 3.17
H 0.60 5.23 2.79
H 1.28 3.34 1.38
H -3.65 -3.56 1.18
H -3.44 -5.82 0.24
H -1.32 -6.55 -0.80
H 0.61 -5.00 -0.86
H 2.33 -3.26 2.58
H 4.30 -2.38 3.76
H 5.48 -0.38 2.90
H 4.64 0.77 0.89
H 2.68 -0.09 -0.32
H 3.43 -2.49 -1.52
H 3.87 -2.13 -3.91
H 2.02 -1.55 -5.44
H -0.29 -1.33 -4.55
H -0.72 -1.67 -2.16
F 1.79 0.82 3.47
C 0.56 0.16 3.45
F 0.82 -1.01 4.18
C -0.30 0.99 4.43
F 0.04 0.78 5.71
F -0.17 2.30 4.19
F -1.61 0.70 4.32
*
```


No. 2
Formula: C6H16N
Source: the OMol25 dataset
Level of theory: ωB97M-V with the def2-TZVPD basis set

Results
Frontier orbital gap (alpha / beta) (eV): 8.803 / 9.242

```
! RIJCOSX wB97M-V def2-TZVPD def2/J DEFGRID3
* xyz 0 2
C -1.04 -1.28 1.82
C -0.48 -0.10 0.97
C -0.42 0.04 -0.53
C 0.83 0.61 -1.10
C 0.40 1.24 -2.47
C 2.08 -0.34 -1.47
N -1.21 1.11 1.43
H -2.08 -0.99 2.02
H -1.03 -2.26 1.33
H -0.56 -1.40 2.80
H 0.59 0.03 1.34
H -1.36 -5.65 5.43
H -1.00 -0.78 -0.96
H 1.05 1.42 -0.47
H 0.06 2.26 -2.27
H -0.41 0.65 -2.95
H 1.28 1.35 -3.07
H 2.18 -1.24 -0.81
H 2.04 -0.64 -2.53
H 2.90 0.37 -1.28
H -1.90 1.32 0.67
H -0.69 -5.32 5.67
H -0.81 2.04 1.70
*
```


No. 3
Formula: C59H53AuN3O3P2Si
Source: the OMol25 dataset
Level of theory: ωB97M-V with the def2-TZVPD basis set

Results
Frontier orbital gap (eV): 7.583

```
! RIJCOSX wB97M-V def2-TZVPD def2/J DEFGRID3
* xyz 1 1
Au -0.10 -0.31 -0.06
C 2.03 -3.37 -0.29
Si 0.87 -2.33 0.73
C -0.59 -3.49 1.03
C -0.48 -4.65 1.81
C -1.53 -5.54 1.92
C -2.73 -5.30 1.25
C -2.86 -4.17 0.46
C -1.79 -3.27 0.36
P -1.91 -1.75 -0.63
C -3.62 -1.20 -0.38
C -4.09 -1.04 0.92
C -5.39 -0.63 1.15
C -6.24 -0.39 0.08
C -5.79 -0.57 -1.22
C -4.48 -0.98 -1.45
C -1.80 -2.20 -2.38
C -1.67 -1.18 -3.33
C -1.57 -1.49 -4.67
C -1.57 -2.82 -5.08
C -1.67 -3.84 -4.14
C -1.80 -3.53 -2.80
C 1.77 -1.90 2.35
C 2.71 -2.75 2.92
C 3.38 -2.41 4.09
C 3.10 -1.20 4.72
C 2.17 -0.33 4.17
C 1.52 -0.68 2.99
P 0.25 0.39 2.23
C -1.10 0.29 3.44
C -1.51 1.36 4.23
C -2.49 1.19 5.19
C -3.07 -0.06 5.38
C -2.65 -1.14 4.61
C -1.68 -0.97 3.65
C 0.87 2.09 2.20
C 2.24 2.33 2.24
C 2.75 3.59 1.99
C 1.89 4.64 1.71
C 0.52 4.42 1.69
C 0.01 3.16 1.93
H 2.15 -4.34 0.20
H 3.02 -2.93 -0.40
H 1.62 -3.57 -1.28
H 0.44 -4.85 2.35
H -1.43 -6.42 2.54
H -3.55 -6.00 1.34
H -3.79 -3.97 -0.05
H -3.43 -1.22 1.77
H -5.74 -0.50 2.17
H -7.26 -0.07 0.25
H -6.45 -0.40 -2.06
H -4.14 -1.12 -2.47
H -1.64 -0.14 -3.01
H -1.47 -0.70 -5.40
H -1.48 -3.06 -6.13
H -1.66 -4.87 -4.46
H -1.88 -4.32 -2.07
H 2.95 -3.70 2.44
H 4.11 -3.08 4.51
H 3.62 -0.93 5.63
H 1.95 0.60 4.67
H -1.05 2.33 4.11
H -2.80 2.03 5.80
H -3.83 -0.19 6.14
H -3.09 -2.12 4.77
H -1.35 -1.82 3.06
H 2.93 1.52 2.48
H 3.82 3.76 2.02
H 2.29 5.63 1.52
H -0.16 5.24 1.48
H -1.06 3.00 1.86
C 5.31 2.50 -5.59
O 4.37 2.36 -4.53
C 4.00 3.48 -3.86
C 4.46 4.76 -4.13
C 4.02 5.83 -3.36
C 3.15 5.62 -2.30
C 2.70 4.33 -2.02
C 3.10 3.27 -2.81
N 2.71 1.93 -2.59
C 1.59 1.50 -1.94
N 0.54 2.34 -2.04
C -0.69 2.43 -1.36
C -1.21 1.47 -0.50
C -2.44 1.78 0.09
C -3.12 2.95 -0.16
C -2.59 3.90 -1.03
C -1.37 3.64 -1.62
O -0.73 4.48 -2.49
C -1.32 5.75 -2.74
N 1.54 0.32 -1.35
C 2.79 -0.39 -1.29
C 3.53 -0.33 -0.11
C 4.75 -0.95 0.03
C 5.27 -1.66 -1.05
C 4.56 -1.73 -2.23
C 3.31 -1.12 -2.37
O 2.76 -1.29 -3.60
C 1.35 -1.24 -3.81
H 5.47 1.50 -5.98
H 6.25 2.90 -5.21
H 4.92 3.14 -6.38
H 5.15 4.93 -4.95
H 4.38 6.83 -3.58
H 2.83 6.44 -1.69
H 2.05 4.17 -1.17
H 3.40 1.24 -2.85
H 0.71 3.13 -2.66
H -2.88 1.09 0.80
H -4.07 3.14 0.32
H -3.12 4.82 -1.24
H -2.29 5.64 -3.23
H -0.64 6.28 -3.39
H -1.45 6.31 -1.81
H 3.10 0.24 0.70
H 5.29 -0.89 0.97
H 6.23 -2.15 -0.97
H 4.94 -2.29 -3.08
H 1.19 -1.75 -4.76
H 0.99 -0.22 -3.89
H 0.82 -1.76 -3.01
*
```


No. 4
Formula: C54H63F24NO16
Source: the OMol25 dataset
Level of theory: ωB97M-V with the def2-TZVPD basis set

Results
SMILES: CCOC(=O)C(F)(F)F.CCOC(=O)C(F)(F)F.CCOC(=O)C(F)(F)F.CCOC(=O)C(F)(F)F.CCOC(=O)C(F)(F)F.CCOC(=O)C(F)(F)F.CCOC(=O)C(F)(F)F.CCOC(=O)C(F)(F)F.c1cc[nH]c1.c1ccccc1.c1ccccc1.c1ccccc1
Frontier orbital gap (eV): 8.495

```
! RIJCOSX wB97M-V def2-TZVPD def2/J DEFGRID3
* xyz 0 1
N 33.95 9.29 8.32
C 33.14 10.17 7.62
C 32.57 9.51 6.62
C 32.81 8.16 6.78
C 33.79 8.03 7.75
H 34.60 9.59 9.03
H 33.00 11.15 8.06
H 31.82 9.87 5.94
H 32.27 7.36 6.30
H 34.29 7.19 8.21
C 27.60 3.73 8.36
C 26.37 4.11 7.87
C 25.34 3.13 7.75
C 25.53 1.85 8.06
C 26.79 1.34 8.37
C 27.77 2.34 8.64
H 28.42 4.44 8.44
H 26.18 5.14 7.60
H 24.35 3.43 7.42
H 24.71 1.15 8.07
H 26.94 0.31 8.67
H 28.68 2.00 9.12
C 17.85 0.76 10.16
C 18.05 2.06 9.67
C 17.39 2.45 8.50
C 16.57 1.60 7.81
C 16.35 0.30 8.29
C 17.05 -0.15 9.43
H 18.34 0.40 11.06
H 18.67 2.70 10.29
H 17.54 3.43 8.07
H 15.98 2.05 7.03
H 15.66 -0.39 7.83
H 16.86 -1.15 9.80
C 15.97 14.92 13.58
C 14.72 15.33 14.03
C 13.84 14.47 14.62
C 14.34 13.18 14.86
C 15.64 12.76 14.47
C 16.47 13.63 13.79
H 16.73 15.55 13.14
H 14.46 16.36 13.89
H 12.85 14.78 14.92
H 13.65 12.39 15.12
H 15.97 11.74 14.61
H 17.39 13.26 13.35
C 13.84 14.94 -4.82
C 14.91 15.62 -3.90
O 15.29 14.78 -2.83
C 14.89 14.97 -1.55
O 14.25 15.98 -1.16
C 15.37 13.84 -0.57
F 16.63 13.38 -0.85
F 15.34 14.30 0.67
F 14.57 12.82 -0.67
H 12.92 14.96 -4.25
H 14.24 13.94 -4.98
H 13.72 15.46 -5.77
H 14.53 16.59 -3.57
H 15.85 15.89 -4.38
C 25.57 12.16 11.23
C 26.54 12.50 10.13
O 26.54 13.91 9.94
C 27.09 14.71 10.94
O 27.85 14.38 11.90
C 26.87 16.20 10.56
F 26.17 16.30 9.49
F 26.20 16.78 11.55
F 28.05 16.80 10.49
H 25.45 11.09 11.09
H 24.69 12.75 11.00
H 25.82 12.39 12.27
H 26.27 12.04 9.18
H 27.50 12.08 10.43
C 17.48 19.44 7.52
C 17.00 20.89 7.76
O 18.02 21.86 7.75
C 18.06 22.85 6.84
O 17.21 23.14 5.98
C 19.28 23.84 6.98
F 20.19 23.44 7.87
F 19.91 23.98 5.82
F 18.88 25.04 7.37
H 16.66 18.75 7.72
H 18.19 19.20 8.31
H 17.99 19.28 6.58
H 16.51 21.06 8.72
H 16.25 21.14 7.01
C 7.12 10.66 11.42
C 8.37 11.26 12.08
O 9.26 11.76 11.13
C 9.22 13.09 10.73
O 8.38 13.88 11.20
C 10.31 13.47 9.68
F 11.39 12.66 9.80
F 9.92 13.26 8.41
F 10.68 14.72 9.77
H 7.30 9.88 10.68
H 6.52 11.44 10.94
H 6.51 10.20 12.19
H 8.91 10.53 12.68
H 8.02 12.04 12.76
C 22.98 10.88 -3.72
C 23.95 11.91 -4.23
O 23.48 12.33 -5.52
C 22.38 13.11 -5.62
O 21.81 13.61 -4.67
C 22.04 13.50 -7.09
F 23.05 14.23 -7.67
F 21.98 12.42 -7.80
F 20.87 14.06 -7.11
H 22.69 10.15 -4.47
H 21.99 11.24 -3.44
H 23.37 10.30 -2.89
H 24.94 11.49 -4.33
H 24.07 12.80 -3.61
C 20.89 19.45 1.21
C 21.16 18.94 -0.18
O 22.45 19.35 -0.71
C 23.55 18.56 -0.47
O 23.65 17.71 0.43
C 24.66 18.89 -1.45
F 24.90 17.74 -2.07
F 24.30 19.83 -2.33
F 25.74 19.29 -0.83
H 19.89 19.19 1.57
H 20.97 20.53 1.20
H 21.70 19.21 1.90
H 20.37 19.41 -0.76
H 21.04 17.86 -0.26
C 13.57 4.38 13.06
C 13.44 5.92 13.10
O 13.54 6.48 11.78
C 12.65 6.19 10.79
O 11.58 5.58 11.04
C 13.03 6.84 9.45
F 12.89 5.93 8.48
F 12.25 7.84 9.15
F 14.26 7.31 9.43
H 14.55 4.10 12.69
H 12.86 3.89 12.39
H 13.47 3.97 14.06
H 14.23 6.36 13.72
H 12.53 6.35 13.51
C 24.21 11.04 3.51
C 23.04 12.02 3.75
O 21.97 11.45 4.57
C 21.27 12.22 5.38
O 21.51 13.44 5.50
C 20.19 11.45 6.13
F 18.99 11.88 5.79
F 20.24 10.17 5.89
F 20.28 11.60 7.45
H 23.79 10.16 3.00
H 24.75 10.77 4.42
H 24.95 11.49 2.85
H 22.66 12.34 2.78
H 23.56 12.87 4.19
*
```


No. 5
Formula: C5H5N
Source: the OMol25 dataset
Level of theory: ωB97M-V with the def2-TZVPD basis set

Results
Frontier orbital gap (eV): 7.304

```
! RIJCOSX wB97M-V def2-TZVPD def2/J DEFGRID3
* xyz 0 1
C 0.06 1.34 0.35
C 0.03 0.01 0.28
C 1.38 1.88 0.15
C 2.30 -0.07 0.15
C -0.75 -1.01 -0.30
N 2.50 1.17 0.41
H -0.81 2.02 0.52
H -1.03 -0.96 -1.42
H -0.30 -2.12 -0.29
H -1.67 -0.97 0.28
H 3.37 1.57 0.33
*
```


No. 6
Formula: C4H5Cl
Source: the OMol25 dataset
Level of theory: ωB97M-V with the def2-TZVPD basis set

Results
SMILES: C#CC=C.Cl
Frontier orbital gap (eV): 10.479

```
! RIJCOSX wB97M-V def2-TZVPD def2/J DEFGRID3
* xyz 0 1
C 1.02 1.71 -0.89
C 0.86 0.94 0.02
C -0.39 -0.72 1.28
C 0.64 -0.31 0.61
Cl -1.79 -0.51 -1.91
H 0.85 2.44 -1.61
H -0.50 -1.80 1.48
H -0.88 -0.56 -0.92
H -1.18 -0.04 1.44
H 1.37 -1.16 0.50
*
```


Energy relative to the best compared isomer or geometry (same formula, charge and spin) readings, ordered: 130.9, 197.7, 18.5, 0.0, 811.5, 164.8 kJ/mol
Electronic energy readings, ordered: -3104.209548, -292.808513, -3777.858986, -5750.761670, -247.965965, -615.492921 Ha